# 1
{
  "formula": "C38H56IN5O7P",
  "method": "wB97M-V/def2-TZVPD",
  "species": ["C", "C", "C", "C", "C", "C", "C", "C", "C", "N", "C", "C", "C", "C", "O", "C", "C", "O", "O", "I", "C", "C", "C", "O", "C", "C", "C", "C", "C", "C", "C", "C", "C", "N", "C", "C", "O", "C", "O", "C", "C", "H", "H", "H", "H", "H", "H", "H", "H", "H", "H", "H", "H", "H", "H", "H", "H", "H", "H", "H", "H", "H", "H", "H", "H", "H", "H", "H", "H", "H", "H", "H", "H", "H", "H", "H", "H", "H", "H", "O", "P", "N", "C", "C", "N", "C", "C", "N", "C", "C", "H", "H", "H", "H", "H", "H", "H", "H", "H", "H", "H", "H", "H", "H", "H", "H", "H", "H"],
  "positions_angstrom": [[-2.6448, 2.9304, -0.4343], [-3.0601, 1.8659, 0.4220], [-3.4782, 0.6674, 1.4703], [-3.2014, -0.8515, 0.9340], [-1.6669, -1.3966, 1.0900], [-0.8176, -0.7669, 2.3415], [0.5828, 0.0648, 1.9633], [1.1685, 0.2357, 0.4322], [0.2930, 1.2257, -0.5331], [0.8348, 1.4218, -1.9291], [2.3031, 1.7750, -1.9579], [3.3122, 0.5038, -2.2174], [0.4730, 0.2981, -2.8730], [-0.0604, 0.6707, -4.4139], [0.4966, -1.0165, -2.5856], [1.4501, 0.7654, 3.1815], [2.8176, 1.6577, 2.9947], [3.9675, 1.0156, 2.6793], [2.9107, 3.1286, 3.1197], [1.7036, 4.0844, 1.8128], [0.8953, 0.5532, 4.7098], [1.7249, 1.2138, 5.9630], [1.4775, 2.8194, 6.1875], [2.5605, 3.6409, 6.0966], [0.0542, 3.5461, 6.5607], [-0.3098, 4.9235, 5.6845], [-1.6837, 5.7954, 5.9708], [-2.6756, 5.2647, 7.1699], [-2.3722, 3.8866, 8.0479], [-0.9851, 3.0250, 7.7425], [-0.4876, -0.3386, 4.9491], [-0.9416, -0.4893, 6.5515], [-0.5118, -1.6942, 7.3689], [-1.3081, -0.9472, 3.7938], [-2.5530, -1.7390, 4.1745], [-3.8723, -0.8229, 4.4997], [-3.5891, 0.5220, 5.0231], [-4.9266, 1.0214, 5.4621], [-5.9517, 1.1290, 4.5715], [-5.1500, 1.4880, 7.0469], [-4.3528, 0.5008, 8.1130], [-1.9068, 3.7151, -0.9491], [-4.6604, 0.7620, 1.6091], [-3.0153, 0.9331, 2.5104], [-4.0233, -1.5502, 1.4066], [-3.4340, -0.8397, -0.2370], [-1.1041, -1.3322, 0.0403], [-1.7511, -2.5681, 1.3051], [1.1138, -0.8530, -0.0544], [2.3076, 0.4891, 0.5148], [0.0618, 2.2780, -0.0502], [-0.7724, 0.7028, -0.6650], [2.5807, 2.3496, -0.9545], [2.4529, 2.5534, -2.8403], [4.4262, 0.9114, -2.1483], [3.2184, 0.0133, -3.2827], [3.1929, -0.3726, -1.4253], [0.8635, 0.9690, -5.0815], [-0.9174, 1.4735, -4.4093], [-0.5002, -0.3204, -4.9082], [1.5468, 0.6884, 7.0013], [2.8835, 1.0704, 5.7276], [0.4562, 5.2669, 4.8395], [-1.8784, 6.7432, 5.3061], [-3.6352, 5.9123, 7.3914], [-3.0922, 3.5029, 8.8891], [-0.7121, 2.0532, 8.3660], [-1.6233, 0.2799, 7.1128], [-1.3440, -2.4438, 7.7621], [0.5968, -1.9114, 7.6847], [-2.3770, -2.4181, 5.1408], [-2.8889, -2.5142, 3.3312], [-4.5749, -0.8414, 3.5502], [-4.4803, -1.3970, 5.3506], [-4.6988, 2.5790, 7.1311], [-6.2971, 1.5943, 7.3274], [-5.0730, 0.3393, 9.0259], [-4.0278, -0.5137, 7.5943], [-3.3629, 0.9967, 8.5480], [1.2761, -1.5689, -6.8383], [1.7989, -2.7602, -7.6780], [3.4171, -2.4879, -7.1828], [4.0664, -1.1989, -7.3799], [3.6457, -2.9085, -5.7923], [1.4419, -2.0697, -9.1876], [2.4062, -1.5548, -10.1440], [0.2083, -1.2892, -9.2830], [2.3998, -4.1296, -8.6433], [1.5592, -5.3080, -8.4169], [3.7917, -4.5525, -8.7682], [5.0871, -1.2077, -6.9771], [3.5241, -0.3758, -6.9016], [4.1908, -0.9694, -8.4348], [3.2206, -3.9038, -5.6210], [3.1865, -2.2178, -5.0767], [4.7168, -2.9830, -5.5739], [2.6921, -0.5253, -9.9122], [1.9844, -1.5611, -11.1563], [3.3093, -2.1651, -10.2035], [0.3514, -0.2716, -8.9038], [-0.5940, -1.7625, -8.7079], [-0.1473, -1.2243, -10.3168], [1.7411, -5.7328, -7.4236], [1.7347, -6.0813, -9.1719], [0.5003, -5.0374, -8.4805], [4.1800, -4.9761, -7.8352], [4.4463, -3.7366, -9.0879], [3.8891, -5.3193, -9.5458]],
  "forces_ev_per_angstrom": [[-1.7, -7.6, 6.5], [3.5, 6.8, -5.3], [-1.3, 1.3, -0.8], [-0.4, 0.8, -1.1], [-0.2, -1.3, 0.6], [2.2, 1.6, 0.7], [-0.4, 0.5, 3.3], [-0.4, -1.5, 0.5], [-1.4, -0.7, 0.3], [-0.1, -2.0, 0.4], [1.1, 0.5, -0.9], [0.9, 0.0, 0.3], [-0.6, -5.1, -0.5], [0.2, -0.8, 0.3], [-0.2, 7.8, -0.7], [-3.7, -1.6, 1.6], [6.1, -2.3, -2.3], [-7.9, 4.1, 2.4], [-1.1, -4.0, -0.5], [0.2, -0.2, 0.5], [-1.9, -1.3, -2.9], [0.4, -0.1, -0.2], [4.2, 4.6, 0.0], [-6.8, -5.3, 0.4], [-2.9, 1.7, 0.3], [-2.2, -1.0, 2.6], [1.6, -4.3, 2.4], [2.8, -1.7, -0.9], [3.2, 1.2, -3.2], [-0.8, 3.2, -2.3], [2.9, 2.2, -0.5], [0.7, -3.0, 0.5], [-0.8, 2.0, -1.4], [3.8, 2.0, -0.2], [-1.3, -1.1, 0.7], [-1.1, -1.7, -0.2], [-3.3, -0.5, 0.5], [-5.2, 1.3, -3.7], [7.2, -1.0, 5.8], [1.1, 0.3, -0.3], [0.1, 0.3, 0.1], [-2.3, -2.2, 1.3], [2.6, -0.1, -0.3], [-0.7, -0.5, -2.1], [1.9, 1.3, -0.7], [0.5, -0.1, 2.6], [-0.9, 0.2, 2.7], [0.3, 2.4, -0.4], [0.2, 2.4, 0.9], [-2.3, -0.2, 0.0], [0.8, -2.3, -0.9], [2.3, 1.3, 0.3], [-0.7, -1.3, -2.1], [-0.2, -1.6, 1.8], [-2.4, -0.8, -0.1], [-0.1, 1.1, 2.1], [0.2, 2.0, -1.7], [-1.9, -0.3, 1.4], [2.0, -1.3, 0.2], [1.2, 2.1, 1.4], [0.0, 0.8, -2.2], [-2.5, 0.5, 0.4], [-1.9, -0.9, 2.1], [0.3, -2.1, 1.7], [2.1, -1.6, -0.4], [1.6, 1.0, -1.8], [-0.7, 2.4, -1.4], [0.2, -1.9, -2.2], [1.7, 2.5, 0.5], [-2.1, -0.3, -2.0], [0.3, 1.8, -2.2], [1.1, 2.0, 1.6], [1.5, 0.6, 2.0], [1.4, 1.0, -1.9], [-0.8, -2.2, -0.4], [2.5, -0.5, -1.1], [1.5, 0.0, -1.9], [-0.9, 2.1, 1.3], [-2.1, -0.9, -1.1], [-2.5, -2.7, 1.1], [4.1, 5.5, -2.7], [1.8, -0.2, 0.8], [-0.1, 0.3, -0.1], [-0.1, -0.4, -0.4], [-1.7, 0.7, -0.8], [0.2, -0.9, -0.4], [-0.1, 0.1, 0.5], [-0.9, -2.3, 1.3], [-0.3, -0.3, -0.5], [0.6, 0.1, 0.4], [-0.2, -0.3, 0.1], [0.0, 0.1, 0.0], [-0.2, 0.0, -0.1], [-0.1, 0.0, 0.0], [-0.1, 0.0, 0.0], [-0.1, 0.1, -0.2], [0.0, 0.1, 0.1], [-0.1, 0.0, 0.1], [-0.1, 0.0, 0.2], [-0.1, 0.1, 0.0], [0.2, 0.2, 0.0], [0.3, -0.1, 0.0], [0.0, -0.2, -0.1], [0.1, 0.1, 0.1], [0.0, 0.1, 0.1], [0.2, 0.0, -0.1], [-0.3, 0.0, 0.3], [-0.5, -0.1, 0.1]],
  "lowdin_charge": [0.046, -0.072, -0.206, -0.195, -0.132, 0.028, 0.038, -0.140, -0.208, -0.134, -0.214, -0.107, -0.280, -0.024, -0.052, 0.051, -0.369, 0.022, -0.642, 1.038, 0.009, -0.077, -0.216, -0.039, -0.066, 0.010, -0.040, -0.048, -0.065, -0.024, 0.028, -0.112, 0.029, 0.006, -0.100, -0.177, -0.127, -0.215, -0.016, -0.110, -0.115, 0.070, 0.134, 0.102, 0.112, 0.141, 0.124, 0.135, 0.130, 0.107, 0.061, 0.111, 0.103, 0.133, 0.095, 0.079, 0.083, 0.092, 0.086, 0.095, 0.128, 0.151, 0.082, 0.096, 0.092, 0.083, 0.089, 0.076, 0.089, 0.085, 0.141, 0.146, 0.123, 0.152, 0.104, 0.139, 0.091, 0.075, 0.064, -0.332, 0.743, -0.353, -0.121, -0.138, -0.324, -0.127, -0.144, -0.290, -0.151, -0.128, 0.085, 0.079, 0.054, 0.075, 0.068, 0.082, 0.080, 0.085, 0.067, 0.077, 0.072, 0.081, 0.076, 0.082, 0.078, 0.082, 0.073, 0.090],
  "energy_ev": -79442.2146,
  "charge": 1,
  "lumo_energy_ev": -4.61,
  "largest_force_ev_per_a": 10.11
}

***

# 2
{
  "formula": "C38H56MnN5O4S",
  "method": "wB97M-V/def2-TZVPD",
  "species": ["Mn", "C", "C", "C", "C", "C", "C", "C", "N", "C", "C", "C", "C", "C", "C", "O", "C", "C", "C", "C", "C", "C", "C", "C", "C", "O", "C", "C", "C", "C", "C", "C", "H", "H", "H", "H", "H", "H", "H", "H", "H", "H", "H", "H", "H", "H", "H", "H", "H", "H", "H", "H", "H", "H", "H", "H", "H", "H", "H", "H", "H", "H", "H", "H", "H", "H", "H", "H", "H", "H", "H", "H", "C", "C", "N", "N", "C", "S", "N", "N", "H", "H", "H", "H", "H", "H", "O", "C", "O", "H", "C", "C", "C", "C", "C", "C", "H", "H", "H", "H", "H", "H", "H", "H", "H"],
  "positions_angstrom": [[1.5100, 0.7060, 0.0364], [-4.7894, -2.3387, -1.8728], [-3.7747, -2.8730, -2.8840], [-3.7763, -4.4061, -2.8021], [-4.2311, -2.4409, -4.2857], [-2.3645, -2.3486, -2.6204], [-2.0796, -1.4894, -1.5939], [-0.7565, -1.0136, -1.3784], [-0.3786, -0.1206, -0.4749], [-1.2189, 0.3710, 0.5473], [-2.5251, 0.8043, 0.4128], [-3.2148, 1.3048, 1.5153], [-2.5377, 1.3645, 2.7256], [-1.2019, 0.9908, 2.8997], [-0.5231, 0.5003, 1.7758], [0.7670, 0.1729, 1.7556], [-0.5637, 1.2369, 4.2762], [-0.4858, 2.7536, 4.5119], [-1.4354, 0.6011, 5.3708], [0.8517, 0.6711, 4.4449], [-4.6565, 1.8066, 1.4259], [-5.5451, 0.9998, 2.3829], [-5.2295, 1.6611, 0.0155], [-4.7137, 3.2911, 1.8127], [0.3395, -1.6340, -2.1415], [1.5083, -1.4942, -1.7002], [0.0022, -2.4095, -3.3043], [-1.3152, -2.7516, -3.4870], [1.0473, -2.9313, -4.3023], [1.1745, -4.4545, -4.1566], [0.5855, -2.6012, -5.7324], [2.4473, -2.3211, -4.1449], [-5.7787, -2.7435, -2.0985], [-4.8547, -1.2497, -1.9121], [-4.5307, -2.6288, -0.8527], [-4.7785, -4.7968, -2.9991], [-3.4665, -4.7349, -1.8082], [-3.0923, -4.8463, -3.5291], [-5.2414, -2.8086, -4.4860], [-3.5715, -2.8292, -5.0628], [-4.2380, -1.3523, -4.3649], [-2.8545, -1.1691, -0.9176], [-2.9772, 0.8047, -0.5678], [-3.0641, 1.7691, 3.5829], [-1.4730, 3.2178, 4.4651], [0.1435, 3.2215, 3.7528], [-0.0526, 2.9630, 5.4948], [-2.4453, 1.0125, 5.3922], [-0.9841, 0.7762, 6.3513], [-1.5145, -0.4773, 5.2170], [1.5606, 1.1441, 3.7690], [0.8775, -0.4022, 4.2540], [1.1693, 0.8480, 5.4785], [-5.5304, -0.0592, 2.1164], [-6.5790, 1.3549, 2.3355], [-5.2026, 1.0891, 3.4147], [-5.2308, 0.6177, -0.3080], [-4.6611, 2.2457, -0.7099], [-6.2620, 2.0186, 0.0009], [-4.3591, 3.4497, 2.8321], [-5.7396, 3.6657, 1.7476], [-4.0839, 3.8827, 1.1461], [-1.5703, -3.3897, -4.3252], [0.2206, -4.9535, -4.3381], [1.5017, -4.7130, -3.1471], [1.9085, -4.8459, -4.8673], [-0.3791, -3.0491, -5.9708], [1.3162, -2.9748, -6.4550], [0.4960, -1.5211, -5.8611], [2.9180, -2.6178, -3.2107], [2.4111, -1.2305, -4.1633], [3.0690, -2.6669, -4.9773], [5.2937, -3.1670, -0.0276], [5.0366, -2.0067, -0.9114], [5.6910, -1.7114, -1.9864], [5.0736, -0.5781, -2.4457], [4.0424, -0.1652, -1.6902], [3.0286, 1.1317, -1.9477], [4.0427, -1.0865, -0.6756], [3.0956, -1.1096, 0.3259], [6.1099, -3.7501, -0.4455], [4.4057, -3.7954, 0.0491], [5.5637, -2.8384, 0.9769], [5.3597, -0.1547, -3.3092], [3.4988, -0.9978, 1.2457], [2.4398, -1.8738, 0.2033], [0.9975, 4.7137, -0.0679], [0.7247, 3.5795, 0.2955], [0.6639, 2.5229, -0.4356], [0.4623, 3.4078, 1.3636], [5.7901, 2.8529, 2.7835], [4.4613, 3.4617, 2.3230], [3.7070, 4.0339, 3.5314], [4.7181, 4.5834, 1.3066], [3.6259, 2.4363, 1.6795], [2.9125, 1.6713, 1.0687], [6.4125, 3.6194, 3.2539], [6.3349, 2.4356, 1.9350], [5.6163, 2.0543, 3.5070], [4.3064, 4.8077, 4.0200], [3.4885, 3.2483, 4.2569], [2.7626, 4.4739, 3.2088], [5.3045, 5.3842, 1.7676], [3.7707, 4.9895, 0.9501], [5.2655, 4.1983, 0.4449]],
  "forces_ev_per_angstrom": [[-0.3, 0.4, 0.4], [0.0, 0.0, 0.0], [0.0, 0.0, 0.0], [0.0, 0.0, 0.0], [0.0, 0.0, 0.0], [0.0, 0.0, 0.0], [0.0, 0.0, 0.0], [0.0, 0.0, 0.0], [0.1, -0.1, -0.1], [0.1, 0.0, 0.1], [0.0, 0.0, 0.0], [0.0, 0.0, 0.0], [0.0, 0.0, 0.0], [0.0, 0.0, 0.0], [-0.1, 0.0, -0.1], [0.1, -0.1, 0.1], [0.0, 0.0, 0.0], [0.0, 0.0, 0.0], [0.0, 0.0, 0.0], [0.0, 0.0, 0.0], [0.0, 0.0, 0.0], [0.0, 0.0, 0.0], [0.0, 0.0, 0.0], [0.0, 0.0, 0.0], [0.0, 0.0, 0.1], [0.1, -0.1, 0.0], [0.0, 0.0, -0.1], [0.0, 0.0, 0.0], [0.0, 0.0, 0.0], [0.0, 0.0, 0.0], [0.0, 0.0, 0.0], [0.0, 0.0, 0.0], [0.0, 0.0, 0.0], [0.0, 0.0, 0.0], [0.0, 0.0, 0.0], [0.0, 0.0, 0.0], [0.0, 0.0, 0.0], [0.0, 0.0, 0.0], [0.0, 0.0, 0.0], [0.0, 0.0, 0.0], [0.0, 0.0, 0.0], [0.0, 0.0, 0.0], [0.0, 0.0, 0.0], [0.0, 0.0, 0.0], [0.0, 0.0, 0.0], [0.0, 0.0, 0.0], [0.0, 0.0, 0.0], [0.0, 0.0, 0.0], [0.0, 0.0, 0.0], [0.0, 0.0, 0.0], [0.0, 0.0, 0.0], [0.0, 0.0, 0.0], [0.0, 0.0, 0.0], [0.0, 0.0, 0.0], [0.0, 0.0, 0.0], [0.0, 0.0, 0.0], [0.0, 0.0, 0.0], [0.0, 0.0, 0.0], [0.0, 0.0, 0.0], [0.0, 0.0, 0.0], [0.0, 0.0, 0.0], [0.0, 0.0, 0.0], [0.0, 0.0, 0.0], [0.0, 0.0, 0.0], [0.0, 0.0, 0.0], [0.0, 0.0, 0.0], [0.0, 0.0, 0.0], [0.0, 0.0, 0.0], [0.0, 0.0, 0.0], [0.0, 0.0, 0.0], [0.0, 0.0, 0.0], [0.0, 0.0, 0.0], [0.0, 0.0, 0.0], [0.0, 0.0, 0.0], [0.0, 0.0, 0.1], [0.0, 0.0, 0.0], [0.0, 0.1, -0.1], [0.1, 0.0, -0.1], [-0.1, 0.0, 0.1], [-0.1, 0.0, 0.0], [0.0, 0.0, 0.0], [0.0, 0.0, 0.0], [0.0, 0.0, 0.0], [0.0, 0.0, 0.0], [0.0, 0.0, 0.0], [0.0, 0.0, 0.0], [0.0, 0.0, 0.0], [-0.1, 0.0, 0.0], [0.2, -0.1, -0.1], [0.0, 0.0, 0.0], [0.0, 0.0, 0.0], [-0.1, 0.0, 0.0], [0.0, 0.0, 0.0], [0.0, 0.0, 0.0], [0.1, -0.1, 0.0], [-0.1, -0.1, -0.1], [0.0, 0.0, 0.0], [0.0, 0.0, 0.0], [0.0, 0.0, 0.0], [0.0, 0.0, 0.0], [0.0, 0.0, 0.0], [0.0, 0.0, 0.0], [0.0, 0.0, 0.0], [0.0, 0.0, 0.0], [0.0, 0.0, 0.0]],
  "lowdin_charge": [0.738, -0.070, -0.557, -0.052, -0.050, -0.173, 0.034, -0.158, 0.060, -0.187, 0.022, -0.171, -0.005, -0.086, -0.272, -0.204, -0.528, -0.042, -0.061, -0.061, -0.557, -0.054, -0.069, -0.050, -0.281, -0.097, -0.090, -0.008, -0.531, -0.050, -0.057, -0.069, 0.082, 0.075, 0.089, 0.079, 0.089, 0.073, 0.079, 0.073, 0.091, 0.079, 0.103, 0.095, 0.076, 0.074, 0.081, 0.067, 0.077, 0.088, 0.065, 0.084, 0.078, 0.086, 0.078, 0.073, 0.069, 0.089, 0.081, 0.074, 0.078, 0.092, 0.094, 0.075, 0.086, 0.079, 0.067, 0.078, 0.092, 0.065, 0.080, 0.080, -0.005, -0.342, 0.119, 0.027, -0.728, 0.783, -0.066, 0.078, 0.082, 0.085, 0.084, 0.149, 0.118, 0.111, -0.031, -0.554, -0.200, 0.112, -0.068, -0.633, -0.056, -0.050, -0.110, -0.094, 0.076, 0.078, 0.078, 0.078, 0.078, 0.084, 0.078, 0.082, 0.084],
  "energy_ev": -98112.8513,
  "de_lowest_ev": 1.029,
  "spin_multiplicity": 6,
  "charge": -1,
  "lumo_energy_ev": [2.24, 1.81],
  "largest_force_ev_per_a": 0.67
}